# 1
{
  "formula": "C45H34BCl6F2IrN7O2PS",
  "method": "ωB97M-V/def2-TZVPD",
  "homo_energy_ev": [-9.44, -9.42],
  "e_tot_ev": -165947.2370,
  "charge": 1,
  "spin_multiplicity": 2,
  "e_above_lowest_kcal_mol": 18.69,
  "e_lumo_ev": [-4.151, -3.959],
  "species": ["Ir", "C", "C", "C", "C", "C", "C", "P", "C", "C", "C", "C", "C", "C", "C", "C", "C", "C", "C", "C", "C", "C", "C", "C", "H", "H", "H", "H", "H", "H", "H", "H", "H", "H", "H", "H", "H", "H", "H", "H", "Cl", "C", "C", "C", "Cl", "C", "O", "C", "Cl", "C", "H", "H", "F", "B", "F", "N", "N", "N", "C", "N", "N", "H", "H", "H", "Cl", "C", "C", "C", "C", "C", "C", "N", "C", "C", "N", "C", "O", "C", "C", "C", "Cl", "S", "C", "C", "C", "Cl", "C", "H", "H", "H", "H", "H", "H", "H", "H", "H", "H", "H", "H", "H"],
  "coordinates": [[-0.179, -0.939, 0.685], [-0.786, 4.521, 4.669], [-0.794, 3.384, 5.461], [-0.749, 2.127, 4.886], [-0.689, 1.986, 3.499], [-0.609, 3.133, 2.714], [-0.670, 4.387, 3.296], [-0.906, 0.335, 2.731], [-0.490, -0.755, 4.140], [0.812, -0.694, 4.635], [1.224, -1.551, 5.639], [0.333, -2.474, 6.167], [-0.966, -2.530, 5.689], [-1.375, -1.685, 4.674], [-2.708, 0.155, 2.615], [-3.466, 0.351, 3.789], [-4.782, -0.055, 3.836], [-5.354, -0.688, 2.742], [-4.619, -0.895, 1.557], [-5.135, -1.655, 0.495], [-4.396, -1.866, -0.677], [-3.203, -1.231, -0.862], [-2.658, -0.352, 0.148], [-3.297, -0.361, 1.453], [-0.879, 5.498, 5.120], [-0.846, 3.474, 6.535], [-0.759, 1.256, 5.525], [-0.513, 3.043, 1.647], [-0.634, 5.269, 2.675], [1.482, 0.051, 4.223], [2.237, -1.502, 6.012], [0.648, -3.153, 6.945], [-1.667, -3.240, 6.098], [-2.384, -1.751, 4.299], [-3.000, 0.810, 4.649], [-5.360, 0.081, 4.736], [-6.383, -1.017, 2.775], [-6.106, -2.110, 0.606], [-4.806, -2.497, -1.453], [-2.689, -1.302, -1.806], [-4.244, -7.182, 0.619], [-3.224, -5.854, 0.256], [-2.615, -5.146, 1.293], [-1.791, -4.096, 0.979], [-1.019, -3.153, 2.191], [-1.524, -3.671, -0.355], [-0.748, -2.702, -0.604], [-2.196, -4.416, -1.372], [-1.965, -3.920, -2.992], [-3.017, -5.481, -1.071], [-2.783, -5.417, 2.324], [-3.514, -6.011, -1.867], [-1.662, 1.121, -1.654], [-2.068, 0.956, -0.396], [-2.066, 2.100, 0.295], [4.523, 1.085, 2.582], [3.688, 0.078, 2.239], [4.115, -1.148, 2.033], [3.013, -1.775, 1.660], [1.965, -0.953, 1.655], [2.406, 0.235, 2.021], [5.386, 0.715, 2.964], [4.079, 1.775, 3.179], [2.973, -2.815, 1.421], [1.231, -2.720, -8.375], [1.601, -1.458, -7.266], [2.836, -0.829, -7.318], [3.110, 0.188, -6.426], [2.179, 0.591, -5.477], [2.537, 1.722, -4.541], [3.380, 1.193, -3.350], [2.610, 0.290, -2.545], [2.523, -1.057, -2.736], [1.596, -1.517, -1.852], [1.112, -0.465, -1.131], [1.735, 0.607, -1.577], [3.307, 2.697, -5.212], [2.745, 3.997, -5.223], [2.502, 4.511, -3.832], [3.507, 4.827, -2.959], [5.183, 4.798, -3.292], [2.913, 5.262, -1.390], [1.294, 5.006, -1.917], [1.229, 4.617, -3.215], [0.946, -0.056, -5.437], [-0.260, 0.390, -4.275], [0.655, -1.079, -6.326], [3.564, -1.124, -8.054], [4.054, 0.707, -6.460], [1.618, 2.158, -4.132], [3.708, 2.044, -2.748], [4.261, 0.679, -3.742], [3.129, -1.569, -3.453], [1.239, -2.516, -1.709], [1.585, 1.606, -1.218], [1.807, 4.005, -5.792], [3.487, 4.608, -5.741], [0.486, 5.166, -1.232], [0.306, 4.414, -3.727], [-0.304, -1.568, -6.294]]
}

---

# 2
{
  "formula": "C48H39NO4P2RuS3",
  "method": "ωB97M-V/def2-TZVPD",
  "homo_energy_ev": [-12.83, -13.52],
  "e_tot_ev": -113736.7254,
  "charge": 2,
  "spin_multiplicity": 5,
  "e_above_lowest_kcal_mol": 18.29,
  "e_lumo_ev": [-4.449, -6.384],
  "species": ["Ru", "O", "C", "C", "C", "C", "C", "C", "P", "C", "C", "C", "C", "C", "C", "C", "C", "C", "C", "C", "C", "C", "C", "C", "C", "C", "C", "P", "C", "C", "C", "C", "C", "C", "C", "C", "C", "C", "C", "C", "H", "H", "H", "H", "H", "H", "H", "H", "H", "H", "H", "H", "H", "H", "H", "H", "H", "H", "H", "H", "H", "H", "H", "H", "H", "H", "H", "H", "O", "S", "O", "O", "S", "N", "S", "C", "C", "C", "C", "C", "C", "C", "C", "C", "C", "C", "C", "H", "H", "H", "H", "H", "H", "H", "H", "H", "H", "H"],
  "coordinates": [[-0.456, -0.199, -0.943], [0.152, 0.337, 1.586], [1.444, 0.320, 2.053], [1.753, -0.395, 3.166], [2.999, -0.305, 3.758], [4.047, 0.332, 3.045], [3.705, 1.050, 1.933], [2.415, 1.051, 1.376], [2.229, 2.014, -0.152], [3.447, 1.257, -1.338], [3.200, 1.651, -2.643], [4.056, 1.339, -3.684], [5.180, 0.497, -3.423], [5.270, -0.141, -2.189], [4.454, 0.277, -1.163], [2.776, 3.676, 0.242], [1.957, 4.293, 1.152], [2.011, 5.649, 1.389], [2.872, 6.423, 0.597], [3.792, 5.776, -0.196], [3.737, 4.435, -0.408], [-0.878, 0.892, 2.306], [-0.663, 1.405, 3.575], [-1.689, 1.908, 4.308], [-2.974, 1.674, 3.864], [-3.236, 1.090, 2.674], [-2.166, 0.745, 1.805], [-2.620, 0.042, 0.201], [-4.018, -1.058, 0.692], [-3.761, -2.069, 1.706], [-4.824, -2.821, 2.085], [-6.131, -2.640, 1.517], [-6.293, -1.667, 0.555], [-5.207, -0.865, 0.162], [-3.271, 1.423, -0.776], [-3.246, 2.757, -0.406], [-3.573, 3.715, -1.281], [-3.993, 3.427, -2.610], [-4.115, 2.107, -2.956], [-3.723, 1.123, -2.095], [0.909, -0.938, 3.569], [3.227, -0.871, 4.678], [5.090, 0.368, 3.315], [4.469, 1.576, 1.396], [2.382, 2.344, -2.787], [3.837, 1.855, -4.666], [5.846, 0.291, -4.197], [6.067, -0.818, -1.931], [4.565, -0.163, -0.146], [1.268, 3.671, 1.672], [1.352, 6.009, 2.130], [2.945, 7.432, 0.646], [4.476, 6.370, -0.794], [4.451, 3.929, -1.041], [0.385, 1.433, 3.872], [-1.602, 2.521, 5.193], [-3.756, 2.051, 4.497], [-4.244, 0.841, 2.359], [-2.787, -2.111, 2.156], [-4.705, -3.569, 2.843], [-6.825, -3.363, 1.924], [-7.206, -1.437, 0.053], [-5.401, -0.130, -0.585], [-2.877, 3.132, 0.560], [-3.515, 4.752, -1.019], [-4.368, 4.148, -3.323], [-4.556, 1.799, -3.933], [-3.822, 0.102, -2.310], [-1.325, 7.550, 2.349], [-1.909, 6.930, 1.217], [-1.316, 7.025, -0.051], [-3.088, 6.089, 1.402], [0.345, 2.081, -0.804], [0.463, -2.036, -1.340], [0.062, -3.453, -0.688], [-0.711, -4.464, -1.883], [-0.642, -4.245, -3.255], [-1.469, -4.954, -4.089], [-2.351, -5.844, -3.596], [-2.361, -6.144, -2.223], [-1.585, -5.408, -1.367], [1.624, -4.339, -0.430], [2.275, -4.148, 0.775], [3.513, -4.817, 0.931], [4.076, -5.569, -0.070], [3.459, -5.699, -1.280], [2.188, -5.155, -1.411], [1.358, -2.080, -1.821], [-0.014, -3.445, -3.719], [-1.357, -4.753, -5.136], [-3.032, -6.416, -4.200], [-3.143, -6.792, -1.826], [-1.748, -5.587, -0.303], [1.837, -3.605, 1.524], [4.143, -4.651, 1.840], [5.013, -6.014, 0.173], [3.836, -6.403, -2.064], [1.592, -5.405, -2.267]]
}

---

# 3
{
  "formula": "C3H11NO3",
  "method": "ωB97M-V/def2-TZVPD",
  "homo_energy_ev": -8.73,
  "e_tot_ev": -10919.7869,
  "e_above_lowest_kcal_mol": 74.23,
  "e_lumo_ev": 0.582,
  "species": ["C", "C", "N", "C", "H", "H", "H", "H", "H", "O", "H", "H", "O", "H", "H", "O", "H", "H"],
  "coordinates": [[1.812, -0.290, 0.653], [0.605, -0.694, 0.213], [-0.277, -1.380, 1.044], [-0.058, -2.563, 1.431], [2.298, -0.909, 1.393], [2.334, 0.561, 0.240], [0.220, -0.472, -0.771], [-0.826, -3.136, 1.941], [0.924, -3.038, 1.344], [1.484, 4.173, -2.018], [1.762, 3.624, -1.308], [1.763, 5.085, -2.052], [-3.194, -2.640, 0.719], [-2.614, -1.882, 0.525], [-3.879, -2.215, 1.232], [-0.587, 1.553, -1.506], [-0.241, 2.452, -1.665], [-1.526, 1.774, -1.414]]
}